Entry 1:
25
Properties=species:S:1:pos:R:3 method="wB97M-V/def2-TZVPD" lumo_ha="-0.0465 / -0.0470" energy_ev=-147804.721 gap_ev="7.15 / 7.14" de_lowest_kcal_mol=71.74 fmax_ev_per_a=4.24
C -0.1589 -1.4256 0.9517
C 1.2634 -1.4743 0.8038
C -0.5152 -0.3591 0.2086
C 1.5759 -0.5621 -0.1579
C 0.3851 1.1246 -1.5603
C -4.0511 -0.6790 0.0872
C 3.8008 0.8686 0.5293
N 0.4739 0.0874 -0.5731
O -5.3697 -0.3475 0.1094
O -3.7115 -1.5552 -0.9978
O 3.0417 2.0459 0.4134
O 3.8062 0.2711 1.7271
Se -2.8996 0.9105 -0.2924
Se 3.2757 -0.3411 -0.9464
H -0.8594 -1.9599 1.5936
H 2.0282 -2.1509 1.2761
H -0.4917 0.9446 -2.1570
H 0.1445 2.2091 -1.2136
H 1.3168 1.0380 -2.2134
H -3.8485 -0.8669 1.1510
H 4.8114 0.9842 0.3756
H -5.8302 -0.8760 -0.5877
H -3.8555 -2.3836 -0.6164
H 3.6742 2.7366 0.2142
H 3.0221 -0.2680 1.6698

=====

Entry 2:
90
Properties=species:S:1:pos:R:3 method="wB97M-V/def2-TZVPD" lumo_ha="-0.1404 / -0.1639" spin_multiplicity=6 energy_ev=-102919.439 gap_ev="6.92 / 6.63" total_charge=+1 fmax_ev_per_a=11.53
Fe 0.3189 0.3717 -0.1592
C 2.0229 -0.8977 0.6744
C 2.3951 0.5068 0.8070
C 0.4389 0.2603 2.0805
C 0.8478 -1.0607 1.5256
C 1.4308 1.2388 1.6594
C 2.9360 -2.0329 0.1748
H 3.5376 -1.7167 -0.6765
H 2.3706 -2.9080 -0.1339
H 3.6192 -2.3457 0.9642
C 0.2592 -2.4031 1.9968
H 0.6956 -3.2543 1.4803
H -0.8212 -2.4494 1.8801
H 0.4671 -2.5422 3.0572
C -0.6336 0.4651 3.1643
H -0.1900 0.4158 4.1582
H -1.4077 -0.2999 3.1104
H -1.1243 1.4305 3.0642
C 1.6941 2.4635 2.5759
H 2.2730 2.1334 3.4385
H 0.7672 2.8670 2.9791
H 2.2446 3.2972 2.1552
C 3.9113 0.8107 0.7815
H 4.3816 0.2677 1.6015
H 4.1652 1.8507 0.9710
H 4.4054 0.4547 -0.1176
C 1.7844 2.1054 -3.1705
C 2.9176 1.5400 -2.7106
C 4.2955 2.0932 -3.0066
C 4.5586 3.3624 -2.1803
C 3.3717 3.7678 -1.2888
C 2.2995 4.3563 -1.7955
C 2.1108 4.6099 -3.2919
C 1.7679 3.3310 -4.0693
H 4.3820 2.3139 -4.0708
H 4.7793 4.1791 -2.8663
H 5.0462 1.3251 -2.8215
H 2.4671 3.1922 -4.8942
H 0.7831 1.8180 -2.9484
H 2.9889 0.6853 -2.0904
H 0.7912 3.4125 -4.5460
H 1.3880 5.4065 -3.4598
H 1.6424 4.9251 -1.1856
H 3.0232 5.0380 -3.7038
H 5.4872 3.3060 -1.6178
H 3.5579 3.8623 -0.2528
P -0.1367 -1.3239 -1.7728
C -0.5548 -3.0582 -1.1160
H -0.8903 -3.7046 -1.9264
H -1.3495 -3.0473 -0.3741
H 0.3221 -3.5290 -0.6824
C -1.5997 -1.2192 -2.9730
H -1.7427 -2.1598 -3.5043
H -1.4327 -0.4401 -3.7160
H -2.5179 -0.9887 -2.4335
C 1.0898 -2.0444 -3.0403
H 1.3017 -1.3263 -3.8320
H 0.6795 -2.9326 -3.5205
H 2.0259 -2.3256 -2.5600
P -1.1365 2.1910 -0.3005
C -1.0350 3.6474 0.9437
H -1.5567 4.5212 0.5521
H -0.0181 3.9423 1.1799
H -1.4735 3.3980 1.9096
C -1.9701 2.9235 -1.8512
H -1.3909 3.7325 -2.2698
H -2.9465 3.3670 -1.6597
H -2.1104 2.1510 -2.6063
C -2.9256 2.0466 0.4106
H -3.4390 3.0073 0.4722
H -2.9188 1.6305 1.4185
H -3.5507 1.4136 -0.2206
C -4.7218 -6.4610 4.0517
C -4.2310 -5.2477 3.3189
C -4.8508 -4.0146 3.5283
C -4.4069 -2.8779 2.8510
C -3.3271 -2.9337 1.9422
C -2.7115 -4.1912 1.7419
C -3.1599 -5.3291 2.4224
S -2.8528 -1.3582 1.0963
O -3.8704 -1.4711 -0.0481
O -3.6763 -0.3190 1.8543
O -1.6450 -0.4124 0.1538
H -4.6326 -6.2973 5.1464
H -5.7874 -6.6440 3.7982
H -4.1362 -7.3657 3.7819
H -5.6827 -3.9323 4.2174
H -4.9270 -1.9514 3.0466
H -1.8863 -4.3425 1.0811
H -2.6654 -6.2769 2.2467

=====

Entry 3:
16
Properties=species:S:1:pos:R:3 method="wB97M-V/def2-TZVPD" lumo_ha=0.0391 energy_ev=-7286.746 gap_ev=9.79 de_lowest_kcal_mol=89.34 fmax_ev_per_a=3.73
C -2.2017 0.5685 -0.0606
C 0.7611 0.9200 0.3369
C 1.6672 -0.0030 1.0516
C 0.2599 -0.8665 -1.3773
N -1.7782 -0.4225 0.6297
N 0.1846 0.3864 -0.6573
H -2.0261 1.6699 0.1380
H -2.5527 0.4733 -1.1051
H 0.4204 1.9889 0.6903
H 1.3256 -0.9799 0.6868
H 1.5886 -0.0957 2.1497
H 2.7524 -0.1436 0.7707
H 0.8295 -1.7067 -0.9389
H -0.7143 -1.0886 -1.6522
H 0.7727 -0.5850 -2.2883
H -1.2888 -0.1155 1.6258

=====

Entry 4:
11
Properties=species:S:1:pos:R:3 method="wB97M-V/def2-TZVPD" lumo_ha="-0.7315 / -0.7306" spin_multiplicity=2 energy_ev=-16478.153 gap_ev="4.32 / 4.72" de_lowest_kcal_mol=36.88 total_charge=+3 fmax_ev_per_a=10.29
O -3.7284 0.1718 0.4154
C -2.5681 0.3992 0.2436
C -1.6573 -0.5483 -0.5280
H -1.7752 0.7928 1.1064
H -1.5748 -1.4506 0.0947
H -2.0830 -0.8105 -1.5049
O -0.4079 0.1240 -0.7996
C 0.6021 0.0458 -0.0072
O 0.3544 0.0916 1.2576
O 1.7123 0.4570 -0.3671
In 3.4174 0.0484 -0.5835